No. 1
ORCA calculation (ωB97M-V/def2-TZVPD) on 2 unconnected molecules or ions with the total composition C5H10N2O at a distorted geometry.

Atoms and positions in Å:
C1 -0.16005 1.93791 1.43635
C2 0.70159 1.08928 0.54033
C3 1.41423 -0.06852 0.78049
N1 2.00828 -0.39666 -0.44208
C4 1.63914 0.62318 -1.36216
N2 0.91314 1.48053 -0.75833
H1 -0.54970 2.93724 1.14567
H2 0.50456 2.26305 2.21294
H3 -1.08465 1.37453 1.52173
H4 1.54122 -0.98008 1.37244
H5 2.48900 -1.25621 -0.63634
H6 1.97376 0.43172 -2.38962
C5 -2.23321 -1.52255 -0.64143
O1 -1.00298 -2.14814 -0.21431
H7 -2.17692 -0.44755 -0.52126
H8 -2.53321 -1.83578 -1.64718
H9 -3.04567 -2.08224 -0.12592
H10 -0.39853 -1.39971 -0.27133

Values from the calculation:
- Energy relative to the best compared isomer or geometry (same formula, charge and spin): 50.2 kcal per mole
- Orbital gap: 0.35799 hartree
- SMILES: Cc1c[nH]cn1.CO
- Largest force on an atom: 4.12 eV/Å
- Total energy: -10373.130 eV

---

No. 2
ORCA calculation (ωB97M-V/def2-TZVPD) on 2 unconnected molecules or ions with the total composition C5H10N2O2.

Atoms and positions in Å:
C1 -1.24229 -0.58616 0.33256
C2 -1.31656 -0.66733 -1.13238
C3 1.76558 1.33659 -0.33332
C4 -1.62292 0.64843 1.06369
N1 0.13486 -0.84790 -1.22058
C5 1.91180 -0.13031 -0.05274
N2 0.84813 -0.64934 0.99887
O1 1.14436 -1.68127 1.53586
O2 2.85665 -0.81027 -0.31254
H1 0.34664 -1.84303 -1.12052
H2 -1.29392 -1.52367 0.86965
H3 -1.90862 -1.49938 -1.52376
H4 -1.62464 0.26184 -1.61433
H5 2.46856 1.87910 0.30399
H6 0.75850 1.69180 -0.13668
H7 2.02596 1.52042 -1.37373
H8 -1.25828 0.65068 2.08911
H9 -2.72151 0.70360 1.07229
H10 -1.27229 1.54619 0.55454

Values from the calculation:
- Energy relative to the best compared isomer or geometry (same formula, charge and spin): 162.6 kcal per mole
- Orbital gap (spin up / spin down): 0.29502 / 0.29494 hartree
- Largest force on an atom: 0.72 eV/Å
- Total energy: -12416.420 eV

---

Copy entry 2 word for word.
ORCA calculation (ωB97M-V/def2-TZVPD) on 2 unconnected molecules or ions with the total composition C5H10N2O2.

Atoms and positions in Å:
C1 -1.24229 -0.58616 0.33256
C2 -1.31656 -0.66733 -1.13238
C3 1.76558 1.33659 -0.33332
C4 -1.62292 0.64843 1.06369
N1 0.13486 -0.84790 -1.22058
C5 1.91180 -0.13031 -0.05274
N2 0.84813 -0.64934 0.99887
O1 1.14436 -1.68127 1.53586
O2 2.85665 -0.81027 -0.31254
H1 0.34664 -1.84303 -1.12052
H2 -1.29392 -1.52367 0.86965
H3 -1.90862 -1.49938 -1.52376
H4 -1.62464 0.26184 -1.61433
H5 2.46856 1.87910 0.30399
H6 0.75850 1.69180 -0.13668
H7 2.02596 1.52042 -1.37373
H8 -1.25828 0.65068 2.08911
H9 -2.72151 0.70360 1.07229
H10 -1.27229 1.54619 0.55454

Values from the calculation:
- Energy relative to the best compared isomer or geometry (same formula, charge and spin): 162.6 kcal per mole
- Orbital gap (spin up / spin down): 0.29502 / 0.29494 hartree
- Largest force on an atom: 0.72 eV/Å
- Total energy: -12416.420 eV